22
Properties=species:S:1:pos:R:3:forces:R:3:mulliken_charge:R:1 method="wB97M-V/def2-TZVPD" total_energy_ha=-424.5164 smiles="C=C/C=C/C.O.O.O" gap_ev=9.64 relative_energy_ev=2.445 largest_force_ha_per_bohr=0.08883 total_charge=0
C -0.30175 2.02292 1.13567 0.0 0.5 -0.7 -0.827
C -1.01304 0.90164 0.96888 1.2 1.4 0.4 -0.487
C -0.57762 -0.20740 0.10445 -2.5 2.0 -2.3 -0.558
C -1.04862 -0.30258 -1.15193 0.6 0.2 1.5 0.210
C -0.61795 -1.30142 -2.11384 2.2 -1.2 -3.8 -1.042
H -0.50490 2.93832 1.71138 -0.6 -0.9 0.1 0.288
H 0.54657 2.18792 0.49523 0.6 -0.3 -0.1 0.323
H -1.90220 0.83649 1.52595 -1.2 -0.4 0.7 0.408
H 0.18615 -0.78246 0.44314 2.0 -1.9 1.0 0.661
H -1.74270 0.44394 -1.49547 -0.4 0.1 -0.1 0.287
H -1.47681 -1.69936 -2.76772 0.9 -0.5 1.8 0.309
H 0.24788 -2.06610 -1.69187 -2.7 1.7 -1.2 0.203
H -0.16420 -0.80143 -3.12351 -0.2 -0.5 2.6 0.249
H 0.08421 -1.50614 2.86424 -0.1 -1.1 -0.5 0.328
H 0.64652 -0.30374 3.17492 0.4 2.4 0.9 0.274
O 0.91642 -1.05479 2.69794 -0.3 -1.4 -0.3 -0.622
H 2.76906 -3.05366 0.69837 -1.2 0.7 -2.2 0.299
H 2.51938 -2.60430 2.18843 -0.8 0.8 0.0 0.329
O 3.01710 -3.12333 1.57693 2.0 -1.4 2.3 -0.631
H -0.48588 3.14006 -1.62687 0.5 -1.3 -1.8 0.298
H -0.73741 3.56303 -3.04308 0.6 -1.3 0.1 0.324
O -0.36021 2.77240 -2.57126 -1.1 2.6 1.7 -0.622


21
Properties=species:S:1:pos:R:3:forces:R:3:mulliken_charge:R:1 method="wB97M-V/def2-TZVPD" total_energy_ha=-672.3139 smiles=CCCCSC.O gap_ev=9.38 relative_energy_ev=0.160 largest_force_ha_per_bohr=0.03536 total_charge=0
C -2.30106 -0.65099 -0.61179 -0.3 0.8 1.3 -1.158
C -1.63329 0.66997 -1.06472 -0.3 -1.5 -1.0 -0.294
C -0.23520 0.50244 -1.64719 0.8 0.1 0.2 -0.628
C 0.75332 -0.38289 -0.87114 -0.4 0.2 0.5 -0.874
S 0.81017 -0.08045 0.92018 -0.2 0.3 0.0 -0.112
C 1.61434 1.54280 0.98340 0.3 -0.3 -0.6 -0.807
H -2.08627 -1.60072 -1.08862 0.3 0.2 -0.5 0.317
H -2.07359 -0.76257 0.44896 0.2 -0.4 0.0 0.268
H -3.37633 -0.49039 -0.61114 -0.2 -0.2 -0.2 0.346
H -1.68685 1.36116 -0.23386 0.2 0.2 0.1 0.252
H -2.24380 1.03827 -1.88848 0.0 0.5 0.1 0.355
H 0.20380 1.49477 -1.81782 0.0 -0.2 0.0 0.302
H -0.27923 0.01657 -2.62365 -0.3 0.2 -0.2 0.360
H 0.43559 -1.41675 -0.94806 -0.1 -0.2 0.1 0.320
H 1.75919 -0.34406 -1.28108 0.1 0.1 -0.1 0.500
H 1.27701 2.10990 1.84429 0.0 0.0 0.1 0.304
H 1.40626 2.09627 0.06747 -0.2 0.1 0.1 0.247
H 2.69000 1.38465 1.01902 0.1 0.2 0.2 0.293
H 1.72400 -1.46397 2.78476 0.1 -0.3 -0.3 0.309
H 1.30247 -2.63162 3.65579 0.3 0.0 -0.3 0.314
O 1.93944 -2.39239 2.96368 -0.4 0.1 0.6 -0.613


21
Properties=species:S:1:pos:R:3:forces:R:3:mulliken_charge:R:1 method="wB97M-V/def2-TZVPD" total_energy_ha=-672.2500 smiles=CCCCSC.O gap_ev=8.99 relative_energy_ev=1.897 largest_force_ha_per_bohr=0.08644 total_charge=0
C -2.45461 0.12085 2.66086 -1.7 0.4 3.3 -1.146
C -1.05512 0.66213 2.65982 -1.0 1.1 0.8 -0.097
C -0.81347 1.19027 1.26169 1.4 -0.2 -1.0 -0.847
C -1.35868 0.54127 -0.07139 3.1 2.9 1.2 -0.720
S -0.89687 -1.10517 -0.33232 0.1 -3.5 -0.9 -0.112
C 0.93659 -1.41451 -0.51149 2.0 2.5 2.2 -0.813
H -3.23338 0.73370 2.16422 0.8 -0.1 0.0 0.277
H -2.30395 -0.76225 2.14983 -0.9 -2.4 -1.0 0.313
H -2.90065 -0.04268 3.75035 1.1 0.0 -2.2 0.281
H -0.28531 -0.05741 3.06607 -1.0 0.7 -0.6 0.250
H -1.15342 1.56253 3.30811 1.1 -0.5 -0.1 0.241
H 0.25890 1.22706 1.16530 0.6 0.5 -0.3 0.374
H -1.18898 2.19380 1.23890 -0.1 0.8 -0.1 0.396
H -2.38514 0.75485 0.01449 -1.6 -0.9 -0.6 0.379
H -0.94823 1.18184 -0.89588 -0.5 -0.4 0.7 0.367
H 1.60389 -1.18779 -1.37395 -1.5 -0.5 -0.4 0.342
H 1.30338 -2.33930 -0.01294 -1.1 0.2 -0.7 0.326
H 1.44801 -0.67295 0.19180 -0.8 -0.6 -0.4 0.190
H 4.98705 0.99361 -3.71729 -0.1 0.4 0.4 0.313
H 5.16980 0.00845 -4.80080 0.1 -0.4 -0.4 0.317
O 5.30622 0.93614 -4.61601 0.0 0.0 0.0 -0.630


21
Properties=species:S:1:pos:R:3:forces:R:3:mulliken_charge:R:1 method="wB97M-V/def2-TZVPD" total_energy_ha=-672.2622 smiles=CCCCSC.O gap_ev=9.20 relative_energy_ev=1.565 largest_force_ha_per_bohr=0.07406 total_charge=0
C -0.06654 1.84729 1.21821 2.0 1.0 -0.2 -0.995
C -0.47506 1.36726 -0.11396 -3.0 -0.3 -2.4 -0.258
C 0.36256 0.32502 -0.90015 0.0 -0.4 -0.5 -0.757
C 0.31406 -1.22479 -0.45515 -0.1 1.7 -2.7 -0.507
S -1.40557 -1.85335 -0.37292 0.3 0.0 -1.0 -0.093
C -2.17844 -1.34923 -1.97967 -3.1 1.1 0.7 -0.750
H 0.92232 2.39933 0.91052 -1.5 -0.7 1.7 0.230
H 0.10351 0.92755 1.75738 0.5 0.2 1.1 0.224
H -0.82961 2.51244 1.73802 1.2 -0.8 -0.8 0.310
H -1.45437 0.83663 -0.00225 0.3 0.7 -0.2 0.199
H -0.64905 2.31911 -0.70463 0.1 -1.4 0.0 0.300
H 0.22303 0.42214 -2.04426 -0.4 -0.3 1.8 0.247
H 1.39215 0.56815 -0.82182 1.3 0.4 0.2 0.500
H 0.69957 -1.40879 0.51924 0.3 0.1 0.9 0.260
H 1.05271 -1.70981 -1.19437 -1.5 0.1 1.0 0.314
H -1.51865 -1.28640 -2.85778 -0.2 -0.8 0.4 0.282
H -3.15354 -2.06090 -2.05842 2.7 1.5 -0.3 0.277
H -2.67068 -0.26428 -1.92861 1.2 -2.1 0.2 0.218
H 3.13645 -0.61739 2.35781 0.7 -0.3 0.0 0.315
H 2.69581 -0.79007 3.73765 1.0 -0.4 0.1 0.325
O 3.49935 -0.95991 3.19515 -1.7 0.6 -0.1 -0.641


23
Properties=species:S:1:pos:R:3:forces:R:3:mulliken_charge:R:1 method="wB97M-V/def2-TZVPD" total_energy_ha=-1359.8594 gap_ev="7.64 / 7.63" relative_energy_ev=7.180 largest_force_ha_per_bohr=0.09561 total_charge=0
C 0.50617 0.04695 2.94462 3.0 0.7 -1.5 -0.676
C -3.59743 0.74484 1.53587 -1.2 3.9 -1.0 -0.756
C 1.54425 -0.94746 -1.49485 0.5 0.0 -2.0 -0.702
C 1.26850 0.51804 -1.82052 0.9 -1.5 0.7 -0.937
C 1.99697 -1.61154 -2.82281 -0.3 -0.7 -0.9 -0.499
O -0.53742 0.46181 2.13511 -0.9 -0.1 0.5 -0.103
Si -0.51576 1.84704 1.25581 0.3 0.8 0.7 0.090
S 0.50727 -1.85112 -3.86108 -0.7 0.3 -0.4 -0.226
S -2.58945 2.16393 0.90684 -0.8 0.5 -0.6 -0.173
H 1.37971 -0.13956 2.23228 -0.8 -0.7 1.3 0.210
H 0.28937 -0.69938 3.65573 -0.7 -1.7 0.0 0.288
H 0.92769 0.77286 3.62072 -0.2 1.3 0.1 0.329
H -3.63395 0.86350 2.55012 0.0 -0.2 2.6 0.278
H -3.19646 -0.08374 1.19741 2.2 -4.3 -1.1 0.276
H -4.60526 0.76850 1.13593 -0.1 0.6 -0.2 0.314
H 2.30944 -0.99356 -0.79252 1.9 0.0 1.2 0.366
H 0.85258 -1.67129 -1.07001 -1.1 0.9 0.0 0.328
H 1.96389 1.17345 -2.31945 0.8 -0.5 0.1 0.345
H 0.33546 0.91998 -1.89039 -2.7 0.6 0.1 0.507
H 2.41833 -2.62478 -2.94249 0.1 0.3 1.5 0.342
H 2.70878 -1.01615 -3.38565 -0.2 0.6 0.0 0.358
H 0.13120 3.02899 2.15657 -0.6 -1.0 -0.8 -0.064
H -0.46387 -1.67130 -2.92725 0.5 0.0 -0.2 0.103


20
Properties=species:S:1:pos:R:3:forces:R:3:mulliken_charge:R:1 method="wB97M-V/def2-TZVPD" total_energy_ha=-597.0082 smiles=CCC.CCS gap_ev=9.92 relative_energy_ev=1.880 largest_force_ha_per_bohr=0.08597 total_charge=0
C -2.26479 3.51995 2.19785 -2.1 -1.0 1.2 -0.817
C -1.21079 2.42423 2.13201 0.6 1.5 2.6 -0.587
S -0.92768 1.72377 3.94643 0.4 1.5 -1.8 -0.198
H -1.96779 4.25591 2.94944 -0.4 -0.3 0.3 0.295
H -3.34598 3.02706 2.43680 2.6 1.3 -0.3 0.215
H -2.41255 4.11142 1.31347 0.2 -0.1 -0.9 0.328
H -1.44068 1.74944 1.35757 0.0 -1.5 -0.4 0.380
H -0.19952 2.79674 2.03646 0.0 0.4 -0.7 0.277
H -1.70123 0.75366 3.66276 -1.3 -1.8 0.1 0.107
C 1.94456 -1.76504 -0.92571 -3.3 -0.4 2.5 -1.237
C 0.95847 -2.52571 -1.80751 -1.4 -0.2 1.1 -0.141
C 1.35176 -2.38676 -3.26074 -4.3 0.5 -0.7 -0.994
H 2.13186 -0.72968 -1.10100 -0.3 0.8 -0.6 0.369
H 2.81406 -2.30079 -1.11372 2.1 -0.8 0.7 0.385
H 1.46511 -1.83332 0.15350 1.8 0.0 -1.8 0.242
H -0.15662 -2.25655 -1.55086 2.1 -0.3 -0.8 0.309
H 1.07613 -3.57630 -1.51158 -0.3 0.2 0.1 0.189
H 0.35568 -2.06766 -3.74049 1.6 0.5 0.2 0.219
H 2.09708 -1.64191 -3.32944 0.9 0.5 -0.8 0.339
H 1.43292 -3.27849 -3.84523 1.2 -0.8 0.1 0.319


Number 1: molar mass 122.2 g/mol. Number 2: molar mass 122.2 g/mol. Number 3: molar mass 122.2 g/mol. Number 4: molar mass 122.2 g/mol. Number 5: molar mass 182.4 g/mol. Number 6: molar mass 106.2 g/mol.